No. 1
# C78H61CsN15OS6

A structure of composition C78H61CsN15OS6 in a non-equilibrium geometry (ωB97M-V/def2-TZVPD, the OMol25 dataset).

Cartesian coordinates (Å):
Cs -0.05386 -1.09222 -0.41915
C 3.47727 -3.48494 1.90653
C 2.34087 -3.93853 1.05105
N 1.16556 -3.94358 1.55355
N 0.16882 -4.40238 0.77358
C -0.98886 -4.73800 1.21417
S -1.61573 -4.69989 2.77168
S -2.08594 -5.38852 -0.03853
C -0.95361 -5.72164 -1.44057
C -0.46902 -7.13182 -1.42546
C 0.26501 -7.59910 -0.34010
C 0.72828 -8.89950 -0.31319
C 0.46644 -9.75443 -1.37171
C -0.26653 -9.30179 -2.45500
C -0.73287 -7.99842 -2.47847
C 2.63545 -4.41660 -0.31500
C 3.20847 -5.65802 -0.50558
C 3.38397 -6.18868 -1.77341
C 2.94766 -5.45717 -2.87127
C 2.38044 -4.21701 -2.70836
C 2.22068 -3.61339 -1.43098
O 1.77349 -2.42708 -1.29417
H 4.37170 -4.04885 1.65014
H 3.67221 -2.43173 1.70870
H 3.24205 -3.60625 2.96121
H -1.50357 -5.48674 -2.35042
H -0.13008 -5.01766 -1.30127
H 0.47666 -6.92531 0.47691
H 1.30686 -9.24565 0.53218
H 0.83491 -10.77058 -1.35438
H -0.47038 -9.96220 -3.28786
H -1.29637 -7.63693 -3.32792
H 3.50067 -6.23871 0.36234
H 3.82933 -7.16671 -1.89247
H 3.06938 -5.86860 -3.86689
H 2.02048 -3.65937 -3.56540
N 4.13137 -0.08163 -2.10912
C 2.79858 0.16543 -1.97631
N 2.00515 0.36695 -2.95220
C 2.48986 0.24012 -4.24071
N 1.71016 0.02516 -5.24099
N 0.41227 -0.17001 -5.12518
C -0.07637 -1.11415 -4.41791
C -1.50334 -1.33733 -4.31392
C -2.43032 -0.67586 -5.12951
C -3.77738 -0.86120 -4.88775
C -4.16674 -1.71250 -3.86426
C -3.17281 -2.37730 -3.15851
N -1.88748 -2.20372 -3.37696
C 3.93009 0.39317 -4.43898
C 4.51543 0.71828 -5.65729
C 5.89257 0.76213 -5.77910
C 6.69566 0.45848 -4.68816
C 6.13443 0.16250 -3.45909
C 4.74878 0.14830 -3.31993
H 4.68301 -0.31703 -1.29868
H 2.41479 0.20447 -0.97079
H 0.55099 -1.77985 -3.82825
H -2.08357 -0.04128 -5.93059
H -4.51174 -0.34952 -5.49586
H -5.20872 -1.86309 -3.62663
H -3.42274 -3.09255 -2.38631
H 3.87259 0.91735 -6.50050
H 6.34631 1.02742 -6.72406
H 7.77141 0.46765 -4.79203
H 6.76148 -0.05320 -2.60481
N -2.10500 0.36433 -0.92682
S -2.32019 1.77293 -1.10877
N -3.44244 2.57703 -0.12571
S -3.80282 2.38436 1.34961
N -2.91329 1.79153 2.44340
S -1.32476 1.22669 2.50304
N -0.73162 0.64475 1.33152
C -0.49857 2.70607 3.18992
C 0.88483 2.74410 3.20470
C 1.52175 3.86502 3.71700
C 0.78489 4.93879 4.19373
C -0.59948 4.90149 4.15289
C -1.23633 3.77918 3.65077
C -1.62713 0.18677 3.95952
C -1.57285 -1.18862 3.83131
C -1.90126 -1.99173 4.91121
C -2.27601 -1.40834 6.10867
C -2.31879 -0.02759 6.23500
C -1.98984 0.77522 5.15604
C -5.37757 1.51307 1.48185
C -6.50234 2.07783 0.90469
C -7.71004 1.40930 0.99473
C -7.77795 0.18887 1.64951
C -6.64033 -0.37014 2.21029
C -5.42779 0.29404 2.13073
C -4.23974 4.04422 1.92613
C -3.61593 5.14698 1.36338
C -3.82768 6.40467 1.89798
C -4.65867 6.56140 2.99857
C -5.27855 5.45380 3.56312
C -5.06834 4.19166 3.03232
C -3.12279 2.15660 -2.68104
C -4.49877 2.04563 -2.77191
C -5.12605 2.23810 -3.98917
C -4.36298 2.52497 -5.11083
C -2.98111 2.59625 -5.02266
C -2.35246 2.39844 -3.80617
C -1.10058 3.12476 -0.96792
C 0.07237 3.01866 -0.25121
C 0.77384 4.17221 0.07265
C 0.33091 5.41019 -0.36059
C -0.82077 5.50224 -1.12676
C -1.54872 4.35904 -1.40784
H 1.45522 1.90832 2.81977
H 2.60320 3.89245 3.74037
H 1.28803 5.80129 4.60840
H -1.18721 5.73332 4.51720
H -2.31208 3.72970 3.61536
H -1.27662 -1.63779 2.89729
H -1.85940 -3.06529 4.79882
H -2.52911 -2.03326 6.95071
H -2.60611 0.42518 7.17362
H -2.00766 1.85136 5.23886
H -6.41442 3.03079 0.40235
H -8.59569 1.83889 0.55469
H -8.72207 -0.33062 1.71444
H -6.69887 -1.32313 2.71077
H -4.52465 -0.10928 2.56684
H -2.97581 4.99628 0.51042
H -3.33880 7.25869 1.45613
H -4.81570 7.54323 3.42163
H -5.92168 5.57542 4.42448
H -5.54174 3.32226 3.46773
H -5.05767 1.81955 -1.87631
H -6.20330 2.17017 -4.06309
H -4.85262 2.68040 -6.05974
H -2.38874 2.80337 -5.90311
H -1.27510 2.42066 -3.72192
H 0.40938 2.05377 0.08783
H 1.66726 4.09035 0.67049
H 0.88070 6.30493 -0.10479
H -1.16358 6.46319 -1.48730
H -2.47543 4.42059 -1.95795
S 8.91436 1.71597 3.22999
N 8.05789 2.38682 2.00524
C 6.80595 1.94908 2.09432
C 5.74197 2.26072 1.19860
C 5.92593 3.06224 0.06682
C 4.86799 3.26729 -0.78776
C 3.64040 2.68100 -0.46308
N 3.43640 1.95091 0.60759
C 4.45342 1.71249 1.44522
C 4.23089 0.84948 2.58169
N 2.99971 0.35997 2.77952
C 2.79327 -0.46834 3.77324
C 3.79610 -0.88612 4.65760
C 5.06579 -0.38709 4.48774
C 5.30892 0.50648 3.44079
C 6.59862 1.06461 3.19320
N 7.69894 0.84689 3.90472
H 6.90164 3.49187 -0.10790
H 4.96894 3.85960 -1.68407
H 2.78601 2.80966 -1.11518
H 1.77758 -0.82113 3.88649
H 3.56819 -1.57743 5.45288
H 5.88881 -0.66382 5.13143

Computed properties:
* calculated total energy: -6314.5095 a.u.
* E_HOMO: -3.422 eV
* lowest unoccupied orbital energy: 0.025 Ha
* total charge: -1
* HOMO-LUMO gap: 0.1508 hartree

Atom charges from the Mulliken analysis, given in e for atoms 1 to 5: 2.16 -1.06 0.31 -1.03 0.29

=====

No. 2
# C78H82AsGeN5O5PSbSeTi

A structure of composition C78H82AsGeN5O5PSbSeTi in a non-equilibrium geometry (ωB97M-V/def2-TZVPD, the OMol25 dataset).

Cartesian coordinates (Å):
Ti -0.38699 -0.13077 -0.01335
N -3.54286 1.03172 -1.96280
C -3.01262 0.45272 -3.18366
C -1.63174 -0.18703 -3.02602
O -1.03323 -0.49721 -4.05289
O -1.19162 -0.39738 -1.84061
H -4.26665 1.71083 -2.16406
H -2.79556 1.48084 -1.44273
H -2.89872 1.16821 -4.00916
H -3.67903 -0.34132 -3.54146
N 1.53706 -0.35928 7.26426
C 0.98574 -1.20601 6.34061
O 0.54363 -2.28759 6.68333
C 0.94938 -0.68552 4.92998
C 2.00728 0.02661 4.48804
C 2.11218 0.61287 3.11861
N -0.13107 0.18358 2.04047
C -0.57519 -0.74174 2.90297
C -0.21763 -1.07873 4.18316
H 1.65708 -0.69951 8.20169
H 1.88440 0.54051 6.99244
H 2.84489 0.20174 5.15615
H 2.80352 1.46383 3.20240
H -1.40171 -1.33339 2.51409
H -0.84383 -1.81698 4.66774
C -7.76934 -0.84943 -1.82973
C -6.88357 -1.85759 -2.17079
C -5.68444 -2.00025 -1.48309
C -5.34521 -1.13625 -0.44921
C -6.23474 -0.11138 -0.13313
C -7.43870 0.02757 -0.80486
Sb -3.41958 -1.27406 0.52317
C -4.12618 -1.32486 2.56419
C -4.75398 -0.21854 3.13346
C -5.09731 -0.20917 4.47706
C -4.78848 -1.28949 5.28991
C -4.12799 -2.37945 4.74851
C -3.80357 -2.39216 3.39971
C -3.43780 -3.41921 0.28725
C -4.46965 -4.21728 0.78478
C -4.48991 -5.58187 0.55275
C -3.47924 -6.17326 -0.19751
C -2.46119 -5.39141 -0.71318
C -2.44198 -4.02150 -0.47203
H -8.70740 -0.74233 -2.36072
H -7.12324 -2.54288 -2.97505
H -5.00990 -2.80078 -1.76379
H -5.98768 0.60603 0.63876
H -8.11628 0.82814 -0.53239
H -4.94236 0.67167 2.54977
H -5.58690 0.66232 4.89024
H -5.03783 -1.27005 6.34426
H -3.84523 -3.21589 5.37555
H -3.27788 -3.25290 3.00046
H -5.26985 -3.76547 1.35995
H -5.29563 -6.18637 0.95347
H -3.48917 -7.24197 -0.37464
H -1.66821 -5.84177 -1.29582
H -1.63943 -3.41349 -0.87245
C 3.06993 -5.11911 -6.08111
Ge 2.70345 -3.28563 -5.46902
C 3.19297 -2.10782 -6.96897
C 3.83801 -2.88346 -3.93552
C 0.79948 -3.04692 -5.11237
Se 0.28152 -3.12049 -3.23705
C 0.84605 -4.96328 -2.93066
H 4.12175 -5.22285 -6.34930
H 2.46863 -5.35641 -6.95923
H 2.83964 -5.84659 -5.30418
H 4.25518 -2.18786 -7.20151
H 2.97096 -1.06955 -6.72588
H 2.62361 -2.37486 -7.85985
H 4.84417 -2.62445 -4.26775
H 3.90285 -3.74399 -3.26920
H 3.42644 -2.05664 -3.35597
H 0.21617 -3.76109 -5.69904
H 0.49407 -2.04557 -5.41578
H 1.91830 -5.08454 -3.08627
H 0.29729 -5.63907 -3.58817
H 0.63435 -5.20179 -1.89098
C -7.67855 3.12597 5.05380
C -6.77203 3.35398 3.87041
C -7.33374 3.45040 2.60269
C -6.52477 3.67435 1.49947
C -5.15988 3.81465 1.64248
C -4.57877 3.71852 2.90810
N -3.22159 3.91572 3.08817
C -2.34969 4.44666 2.11027
C -1.91794 5.76060 2.30186
C -1.08999 6.38873 1.38533
C -0.70473 5.71651 0.23351
C -1.09748 4.40178 0.05812
C -1.88699 3.73283 0.99594
C -2.10908 2.22872 0.84625
O -2.98614 1.68309 1.51629
O -1.35328 1.64858 -0.02291
C -5.38990 3.46183 4.03233
C -4.74012 3.30017 5.37930
H -8.71929 3.11829 4.73145
H -7.56717 3.90794 5.80782
H -7.48014 2.17309 5.54839
H -8.40505 3.34589 2.48319
H -6.96232 3.73748 0.51027
H -4.53760 3.98488 0.77841
H -2.90365 4.00059 4.03595
H -2.26982 6.28907 3.18001
H -0.76414 7.40675 1.56290
H -0.08024 6.19786 -0.50782
H -0.76462 3.85519 -0.80331
H -3.95661 2.53786 5.34714
H -5.45032 2.98949 6.14090
H -4.28268 4.23512 5.72149
C 3.89897 1.77453 -1.71773
C 4.89549 1.40847 -0.62830
As 6.31892 2.74353 -0.40100
C 6.95475 2.75728 -2.25607
C 6.91002 3.94832 -2.96988
C 7.25736 3.98115 -4.31621
C 7.65107 2.81708 -4.95698
C 7.70163 1.61991 -4.25108
C 7.35683 1.59268 -2.91097
C 7.68936 1.55687 0.33761
C 7.32574 0.56177 1.24468
C 8.29320 -0.23473 1.84215
C 9.63417 -0.04391 1.54215
C 10.00550 0.94596 0.64091
C 9.03982 1.74306 0.04694
P 2.51760 0.50761 -1.76922
C 1.54787 1.37316 -3.06331
C 0.42676 2.15893 -2.84327
C -0.21355 2.80142 -3.89256
C 0.26296 2.66991 -5.18755
C 1.37670 1.87851 -5.42574
C 2.00452 1.23232 -4.37312
C 1.73361 0.69471 -0.13015
C 1.53536 2.05772 0.41967
C 1.08891 2.29767 1.65110
C 0.74431 1.19934 2.61692
C 2.64613 -0.33688 2.07275
C 2.44985 -0.28116 0.74875
H 4.36712 1.78088 -2.70747
H 3.49731 2.78054 -1.54950
H 5.35254 0.43301 -0.81546
H 4.37219 1.34633 0.32925
H 6.58985 4.85866 -2.47446
H 7.20915 4.91487 -4.86274
H 7.90654 2.83557 -6.00908
H 7.99708 0.70586 -4.75057
H 7.39128 0.65445 -2.36881
H 6.28158 0.39381 1.48302
H 7.99262 -1.00732 2.53841
H 10.38821 -0.66874 2.00476
H 11.05047 1.09615 0.39736
H 9.33972 2.50634 -0.66350
H 0.02356 2.22933 -1.84953
H -1.09894 3.39624 -3.69597
H -0.24468 3.15847 -6.01015
H 1.74275 1.74383 -6.43613
H 2.85893 0.59304 -4.56893
H 1.72976 2.90962 -0.22869
H 0.98938 3.32132 1.99747
H 0.23375 1.63083 3.48924
H 3.18771 -1.20056 2.44413
H 2.90165 -1.09619 0.19038
N 0.06250 -1.84878 0.11553
C 0.66382 -2.96728 0.59388
C 0.12896 -3.72782 1.64942
C 0.77693 -4.85066 2.12870
C 1.97589 -5.27941 1.57094
C 2.50879 -4.55543 0.50771
C 1.86942 -3.43121 0.02302
H -0.80532 -3.41774 2.09914
H 0.33983 -5.39116 2.95922
H 2.48437 -6.15419 1.95608
H 3.43630 -4.87380 0.04332
H 2.27170 -2.89042 -0.82489

Computed properties:
* calculated total energy: -11816.8039 a.u.
* E_HOMO: -1.800 eV
* lowest unoccupied orbital energy: 0.132 Ha
* total charge: -2
* HOMO-LUMO gap: 0.1985 hartree
* ΔE to the lowest compared entry with this formula, charge and spin: 0.000 eV

Atom charges from the Mulliken analysis, given in e for atoms 1 to 5: -1.65 0.17 -1.10 -0.06 -0.67